[1]
{
  "formula": "C15H31ClP2Sn",
  "method": "wB97M-V/def2-TZVPD",
  "elements": ["P", "P", "C", "C", "H", "H", "H", "H", "C", "H", "H", "H", "C", "H", "H", "H", "C", "H", "H", "H", "C", "H", "H", "H", "Sn", "C", "C", "C", "C", "C", "C", "C", "C", "C", "H", "H", "H", "H", "H", "H", "H", "H", "H", "H", "H", "H", "H", "H", "H", "Cl"],
  "xyz": [[-1.0964, -2.1486, -0.4826], [-0.4904, 0.9749, -0.8731], [-1.5813, -1.3105, -2.0951], [-0.6880, -0.0969, -2.3687], [-2.6088, -0.9827, -1.9129], [-1.6087, -2.0476, -2.9035], [0.3183, -0.3819, -2.7118], [-1.1186, 0.5598, -3.1330], [-1.9918, 1.9934, -0.8600], [-1.8214, 2.7894, -0.1396], [-2.8543, 1.4227, -0.5287], [-2.1337, 2.4088, -1.8571], [0.5120, 2.2741, -1.8311], [-0.1186, 2.7248, -2.6129], [1.4181, 1.8804, -2.3220], [0.8439, 3.0892, -1.1695], [-1.8376, -3.8325, -0.4406], [-2.1718, -4.0699, 0.5684], [-1.0563, -4.5441, -0.7170], [-2.6983, -3.9529, -1.0952], [0.6026, -2.7420, -1.1436], [1.3610, -1.9614, -1.2288], [0.4514, -3.1799, -2.1425], [0.9997, -3.5107, -0.4697], [-3.0267, -0.9867, 0.7846], [1.8710, 2.8757, 1.2198], [0.6393, 2.3711, 1.3288], [0.2472, 1.1114, 2.0755], [1.2964, -0.0301, 2.0170], [1.9590, -0.4605, 0.7348], [2.2302, 0.2533, -0.3706], [3.2212, 1.3549, -0.4002], [3.1573, 2.1820, 0.9148], [-2.8761, -2.1566, 2.6370], [1.9773, 3.9379, 1.4734], [-0.2300, 2.9499, 1.0308], [-0.8003, 0.7960, 1.8530], [0.1938, 1.3803, 3.1512], [2.0642, 0.1796, 2.7910], [0.7553, -0.9331, 2.3546], [2.2134, -1.5285, 0.7125], [2.0270, -0.1644, -1.3454], [3.1910, 1.9817, -1.3212], [4.1778, 0.7933, -0.3921], [3.4985, 1.5552, 1.7655], [3.8803, 2.9991, 0.7918], [-3.0048, -1.4496, 3.4746], [-1.9300, -2.7284, 2.6717], [-3.7504, -2.8234, 2.5197], [-3.6130, 1.1840, 1.9980]],
  "lowdin_charge": [0.6930, 0.8697, -0.4601, -0.4178, 0.0026, 0.0816, 0.0705, 0.0789, -0.3217, 0.0296, -0.0695, 0.0400, -0.2419, 0.0409, 0.0322, 0.0375, -0.2840, 0.0207, 0.0376, 0.0471, -0.2463, -0.0084, 0.0519, 0.0416, 0.7809, -0.1183, -0.1843, -0.2285, -0.1886, -0.1452, -0.2241, -0.1865, -0.1889, -0.3805, 0.1097, 0.0796, 0.0194, 0.1235, 0.1099, 0.1028, 0.1029, 0.0635, 0.1041, 0.1253, 0.1134, 0.1045, -0.0237, -0.0202, -0.0203, -0.1558],
  "homo_lumo_gap_ev": 7.163,
  "e_above_lowest_kcal_mol": 69.72,
  "largest_force_ev_per_a": 3.198
}

***

[2]
{
  "formula": "C15H31N3O3S",
  "method": "wB97M-V/def2-TZVPD",
  "elements": ["C", "H", "H", "H", "C", "C", "H", "H", "S", "O", "O", "N", "C", "H", "C", "C", "O", "N", "H", "C", "H", "H", "C", "N", "C", "H", "C", "H", "H", "H", "H", "C", "C", "H", "H", "H", "H", "H", "H", "H", "H", "C", "C", "C", "H", "H", "H", "H", "H", "H", "H", "H", "H"],
  "xyz": [[3.9383, 2.8390, 1.2925], [3.8082, 3.3206, 2.1141], [3.8147, 1.6274, 1.3770], [4.9969, 3.0173, 0.8042], [3.0360, 3.4215, 0.0568], [1.5696, 3.1662, 0.7640], [0.7954, 3.8479, 0.3132], [1.5370, 3.1635, 1.7297], [1.1536, 1.3142, 0.3461], [-0.3902, 1.2967, 0.5809], [1.5804, 0.8455, -0.8084], [2.0686, 0.3587, 1.4921], [2.6306, -0.6290, 0.8545], [3.4783, -0.9290, 1.6876], [1.8650, -2.0600, 1.0956], [0.5488, -2.1635, 0.3815], [-0.4286, -2.8082, 0.5739], [0.6391, -1.6625, -0.9245], [1.2329, -1.1045, -1.2179], [-0.5102, -1.8450, -1.7602], [-0.0066, -1.9767, -2.9488], [-1.0218, -2.7345, -1.3718], [-1.3532, -0.6713, -1.6933], [-2.5251, -0.6086, -2.4943], [-3.2867, -1.8907, -2.4888], [-4.4013, -1.4992, -3.0124], [-3.8801, -1.7038, -0.9987], [-4.6488, -2.7693, -0.8397], [-4.2187, -0.8505, -0.3629], [-3.0940, -2.1893, -0.3035], [-3.0100, -2.7344, -2.7496], [-2.9096, 0.6738, -3.0808], [-3.5876, 1.4692, -1.8089], [-4.4325, 1.1728, -1.4673], [-3.7941, 2.5772, -2.1878], [-2.8427, 1.4167, -0.9492], [-3.7134, 0.4769, -3.8789], [-2.3531, 1.2957, -3.2590], [-1.6044, -0.4726, -0.6919], [-0.6722, 0.2195, -1.8898], [2.2826, -2.7974, 1.0257], [1.2758, -2.0882, 2.9272], [0.5512, -0.8088, 3.0504], [1.3628, 0.5110, 2.7934], [2.3188, 0.3192, 3.5480], [0.6313, 1.2616, 2.8431], [0.0437, -0.8518, 3.9713], [-0.5144, -0.7204, 2.2377], [2.2107, -2.3462, 3.2632], [0.7566, -3.0239, 2.8885], [2.9131, -0.6466, -0.0349], [3.1314, 4.3216, 0.0507], [3.0278, 2.6522, -0.8394]],
  "lowdin_charge": [-0.0727, -0.0183, 0.1127, 0.1015, -0.1347, -0.1288, 0.1173, -0.0040, 0.7230, -0.3609, -0.2718, -0.2621, -0.2210, 0.1880, 0.0135, -0.4597, 0.0798, 0.0838, -0.0125, -0.1786, 0.2003, 0.1104, -0.2824, -0.2192, -0.1291, 0.1737, -0.1188, 0.1289, 0.0688, 0.0497, 0.0022, -0.1263, -0.0443, -0.0441, 0.1052, 0.0816, 0.1402, -0.0516, 0.0795, 0.1389, -0.0158, -0.0420, -0.2154, -0.1446, 0.1825, 0.0869, 0.0779, 0.2072, 0.0586, 0.0900, 0.0423, -0.0224, 0.1368],
  "homo_lumo_gap_ev": 7.420,
  "e_above_lowest_kcal_mol": 457.40,
  "largest_force_ev_per_a": 19.827
}

***

[3]
{
  "formula": "C15H31N5O7Rh",
  "method": "wB97M-V/def2-TZVPD",
  "elements": ["O", "H", "Rh", "N", "N", "N", "N", "O", "O", "O", "O", "C", "C", "C", "C", "C", "H", "H", "H", "C", "H", "H", "H", "C", "C", "H", "H", "H", "H", "H", "H", "H", "H", "C", "H", "H", "H", "O", "H", "H", "O", "C", "C", "C", "C", "C", "C", "N", "H", "H", "H", "H", "H", "H", "H", "H", "H", "H", "H"],
  "xyz": [[0.1483, -0.0427, -3.6642], [-0.1608, -0.1222, -4.5962], [0.1597, -0.0972, -0.2953], [0.3428, 1.4495, 0.8962], [1.6615, 0.8151, -1.1563], [-1.1812, -0.9837, 0.8028], [0.0475, -1.8289, -1.1623], [-0.2760, 1.6314, 2.0237], [-1.7386, -0.4726, 1.9330], [0.9248, -2.2417, -2.1020], [2.3692, 0.2964, -2.0631], [1.9469, 2.0639, -0.6748], [1.2597, 2.3803, 0.5216], [-1.4904, -2.2642, 0.4924], [-0.8112, -2.7438, -0.6745], [1.5567, 3.4849, 1.4916], [1.9474, 3.1064, 2.4531], [0.7010, 4.1319, 1.7333], [2.3212, 4.1689, 1.1104], [3.0515, 2.8728, -1.2595], [2.8506, 3.0754, -2.3138], [4.0028, 2.3377, -1.1783], [3.1581, 3.8347, -0.7489], [-2.1586, -3.1409, 1.4950], [-0.8434, -4.1457, -1.1748], [-2.7235, -2.5964, 2.2523], [-1.4279, -3.7544, 2.0420], [-2.8467, -3.8665, 1.0513], [-0.1691, -4.2044, -2.0327], [-1.8567, -4.4258, -1.4916], [-0.5278, -4.8359, -0.3796], [-1.2476, 0.4314, 2.0970], [1.4389, -1.4309, -2.4009], [-0.9027, 0.5918, -2.9073], [-0.5122, 1.4919, -2.4114], [-1.3539, -0.0934, -2.1801], [-1.7049, 0.9557, -3.5526], [-3.9244, 2.2197, -0.2428], [-3.8237, 1.2926, -0.5317], [-3.0719, 2.6447, -0.5330], [2.1737, -1.1478, 0.4111], [2.5509, -1.3717, 1.5898], [3.7725, -2.2200, 1.8311], [4.8954, -1.3429, 2.3541], [4.8771, -1.2681, 3.8864], [3.6809, -0.5132, 4.4671], [2.3178, -1.0780, 4.0790], [1.9178, -0.8560, 2.6771], [3.4952, -3.0097, 2.5446], [4.0156, -2.6874, 0.8700], [5.8479, -1.7654, 2.0171], [4.8196, -0.3273, 1.9274], [4.8927, -2.2872, 4.2999], [5.8051, -0.7891, 4.2223], [3.7592, -0.5441, 5.5614], [3.7286, 0.5417, 4.1760], [2.3125, -2.1545, 4.2852], [1.5451, -0.6115, 4.7091], [1.0705, -0.3251, 2.5613]],
  "lowdin_spin": [0.0060, 0.0003, 0.9244, 0.2020, 0.0996, 0.4692, 0.4514, 0.2998, 0.2242, 0.2080, 0.3585, 0.0993, -0.0126, 0.2292, 0.1691, -0.0093, -0.0016, -0.0024, -0.0001, 0.0111, 0.0034, 0.0046, -0.0002, 0.0266, 0.0176, 0.0009, 0.0126, 0.0042, -0.0008, 0.0060, 0.0068, -0.0005, -0.0005, 0.0373, 0.0063, 0.0137, 0.0048, 0.0006, 0.0001, 0.0002, 0.1165, 0.0068, 0.0065, 0.0002, 0.0001, -0.0001, -0.0003, -0.0012, 0.0008, 0.0003, 0.0001, 0.0001, 0.0000, 0.0000, 0.0000, 0.0000, 0.0000, 0.0001, 0.0005],
  "homo_lumo_gap_ev": [6.345, 6.997],
  "charge": 1,
  "largest_force_ev_per_a": 3.673,
  "s_squared": 6.085,
  "multiplicity": 5
}

***

[4]
{
  "formula": "C15H32BeN2O5P2",
  "method": "wB97M-V/def2-TZVPD",
  "elements": ["O", "H", "Be", "N", "N", "O", "O", "C", "C", "C", "C", "H", "H", "H", "H", "H", "H", "H", "H", "O", "H", "H", "C", "H", "H", "H", "O", "H", "H", "C", "P", "C", "C", "C", "C", "C", "C", "C", "P", "C", "C", "H", "H", "H", "H", "H", "H", "H", "H", "H", "H", "H", "H", "H", "H", "H", "H"],
  "xyz": [[-2.2550, -3.4526, -0.5483], [-2.8151, -4.1038, -1.0368], [0.5028, -1.6252, -1.5250], [2.1639, -1.7042, -1.3682], [0.6688, -0.0303, -2.1541], [2.8266, -2.8691, -0.9051], [-0.1344, 1.0762, -2.4207], [2.7179, -1.0201, -2.3711], [1.8895, 0.0537, -2.7414], [3.9288, -1.4823, -3.0531], [2.2396, 1.1450, -3.6635], [4.2495, -2.4442, -2.6490], [4.7205, -0.7380, -2.9460], [3.7135, -1.6031, -4.1216], [2.0564, 2.1313, -3.2338], [1.6860, 1.0823, -4.6029], [3.3030, 1.0880, -3.9088], [2.0924, -3.5173, -0.8921], [-0.7490, 1.1451, -1.6373], [1.6827, 1.7436, 0.4265], [2.6257, 1.9320, 0.5830], [1.6590, 1.1073, -0.3291], [-2.1078, -1.4271, -1.8471], [-2.6242, -1.8950, -0.9914], [-1.9532, -2.0797, -2.7210], [-2.2493, -0.3719, -2.0964], [0.1192, -3.0399, -1.6762], [-1.3721, -3.4878, -1.0474], [0.1010, -3.3700, -2.6050], [-3.4828, 2.1776, 0.4803], [-1.6788, 1.9418, 0.3141], [-1.0517, 3.6387, 0.0330], [-1.1474, 1.7362, 2.0762], [-1.4880, 2.6785, 3.0491], [-1.0641, 2.4985, 4.3687], [-0.3148, 1.3785, 4.7238], [0.0373, 0.4376, 3.7610], [-0.3756, 0.6046, 2.4370], [-0.2152, -0.7787, 1.2210], [1.2733, -1.6037, 1.8729], [-1.5242, -1.8004, 2.0445], [-3.8898, 2.3945, -0.5181], [-3.7324, 2.9965, 1.1677], [-3.9322, 1.2437, 0.8468], [-1.5568, 4.3542, 0.6904], [0.0273, 3.6476, 0.2239], [-1.2315, 3.9021, -1.0148], [-2.0795, 3.5553, 2.7754], [-1.3322, 3.2352, 5.1185], [0.0089, 1.2209, 5.7510], [0.6088, -0.4450, 4.0431], [1.0083, -2.2255, 2.7363], [1.7511, -2.2201, 1.1035], [1.9859, -0.8274, 2.1711], [-1.0660, -2.3430, 2.8771], [-2.3177, -1.1225, 2.4079], [-1.9066, -2.5189, 1.3217]],
  "lowdin_charge": [-0.1881, 0.0797, 0.1028, -0.0738, -0.0641, -0.0534, -0.0997, -0.2871, -0.2901, -0.0160, -0.0232, 0.0791, 0.0888, 0.0959, 0.0861, 0.0919, 0.0787, 0.0888, -0.0164, -0.0724, 0.0594, 0.0267, 0.0443, -0.0034, 0.0160, -0.0094, -0.2288, 0.0167, 0.0898, -0.2837, 0.8927, -0.2747, -0.3838, -0.0944, -0.0831, -0.0796, -0.0951, -0.3990, 0.9123, -0.2820, -0.2428, 0.0403, 0.0333, 0.0405, 0.0318, 0.0321, 0.0398, 0.0960, 0.0993, 0.1034, 0.0964, 0.0352, 0.0104, 0.0484, 0.0372, 0.0524, -0.0022],
  "homo_lumo_gap_ev": [8.141, 6.521],
  "e_above_lowest_kcal_mol": 0.47,
  "largest_force_ev_per_a": 3.593
}

***

[5]
{
  "formula": "C15H32MoNO2P2",
  "method": "wB97M-V/def2-TZVPD",
  "elements": ["Mo", "P", "C", "C", "N", "C", "C", "C", "C", "C", "P", "H", "H", "H", "H", "H", "H", "H", "H", "O", "H", "H", "O", "H", "C", "H", "H", "H", "C", "H", "H", "H", "C", "H", "H", "H", "C", "H", "H", "H", "C", "C", "C", "C", "H", "H", "H", "H", "H", "H", "H", "H", "H"],
  "xyz": [[-0.2658, -0.0767, 0.7697], [0.5315, 2.0196, 0.2823], [2.2332, 1.5033, -0.3728], [2.4624, 0.0559, -0.6952], [1.4319, -0.7620, -0.3574], [1.5515, -2.1082, -0.4544], [2.7508, -2.6754, -0.8527], [3.8174, -1.8543, -1.2363], [3.6548, -0.4675, -1.1929], [0.3335, -2.9424, -0.1145], [-1.2532, -1.9623, -0.4081], [4.4147, 0.2645, -1.4843], [2.8189, -3.7672, -0.8555], [4.7904, -2.2693, -1.5074], [0.2517, -3.7955, -0.8018], [0.3025, -3.2941, 0.9355], [2.4376, 2.2116, -1.1728], [2.9682, 1.7756, 0.3877], [1.0887, 1.6489, -6.0429], [2.0394, 1.8346, -6.0737], [2.3032, 1.6059, -5.1713], [-3.3924, 0.3127, -3.1134], [-3.0052, 1.2043, -3.2063], [-3.1958, 1.4210, -4.1097], [-1.5147, -2.4559, -2.1304], [-1.2732, -3.5220, -2.2213], [-2.5544, -2.3040, -2.4317], [-0.8805, -1.9056, -2.8162], [-2.6790, -2.8864, 0.2495], [-3.5823, -2.3820, -0.1220], [-2.6391, -3.9206, -0.1141], [-2.6725, -2.8498, 1.3421], [1.3006, 3.0895, 1.5347], [1.8025, 3.9148, 0.9996], [0.5618, 3.4622, 2.2433], [2.0607, 2.5069, 2.0697], [-0.1152, 3.2329, -0.9141], [-0.8605, 3.8561, -0.4048], [0.6930, 3.8748, -1.2880], [-0.6131, 2.7409, -1.7580], [-2.2624, 0.6498, 2.1067], [-1.1261, 0.7819, 3.1448], [-1.6688, 0.4913, 4.5500], [0.0234, -0.2066, 2.9185], [-2.8362, -0.2667, 2.2745], [-1.9948, 0.6985, 0.9753], [-2.9152, 1.5225, 2.2249], [-0.7203, 1.8050, 3.1326], [-2.0178, -0.5470, 4.6263], [-0.8868, 0.6256, 5.3064], [-2.4912, 1.1691, 4.7804], [0.9938, 0.1613, 3.2798], [-0.2015, -1.2198, 3.2898]],
  "lowdin_spin": [1.9300, 0.0168, 0.0337, 0.0150, 0.0123, 0.0135, 0.0001, 0.0164, -0.0008, 0.0105, -0.0205, 0.0002, 0.0001, 0.0007, 0.0013, 0.0006, 0.0021, 0.0008, 0.0000, 0.0000, 0.0000, 0.0000, 0.0002, 0.0000, -0.0057, -0.0016, 0.0000, -0.0002, -0.0029, 0.0002, -0.0020, -0.0001, -0.0043, -0.0019, -0.0001, 0.0001, 0.0037, 0.0000, -0.0004, 0.0000, 0.0436, 0.0186, 0.0056, -0.1009, 0.0074, 0.0142, 0.0002, 0.0007, 0.0007, 0.0009, -0.0017, -0.0030, -0.0041],
  "homo_lumo_gap_ev": [4.791, 5.414],
  "charge": 3,
  "e_above_lowest_kcal_mol": 0.00,
  "largest_force_ev_per_a": 4.873,
  "s_squared": 2.071,
  "multiplicity": 3
}

***

Repeat the second record exactly.
{
  "formula": "C15H31N3O3S",
  "method": "wB97M-V/def2-TZVPD",
  "elements": ["C", "H", "H", "H", "C", "C", "H", "H", "S", "O", "O", "N", "C", "H", "C", "C", "O", "N", "H", "C", "H", "H", "C", "N", "C", "H", "C", "H", "H", "H", "H", "C", "C", "H", "H", "H", "H", "H", "H", "H", "H", "C", "C", "C", "H", "H", "H", "H", "H", "H", "H", "H", "H"],
  "xyz": [[3.9383, 2.8390, 1.2925], [3.8082, 3.3206, 2.1141], [3.8147, 1.6274, 1.3770], [4.9969, 3.0173, 0.8042], [3.0360, 3.4215, 0.0568], [1.5696, 3.1662, 0.7640], [0.7954, 3.8479, 0.3132], [1.5370, 3.1635, 1.7297], [1.1536, 1.3142, 0.3461], [-0.3902, 1.2967, 0.5809], [1.5804, 0.8455, -0.8084], [2.0686, 0.3587, 1.4921], [2.6306, -0.6290, 0.8545], [3.4783, -0.9290, 1.6876], [1.8650, -2.0600, 1.0956], [0.5488, -2.1635, 0.3815], [-0.4286, -2.8082, 0.5739], [0.6391, -1.6625, -0.9245], [1.2329, -1.1045, -1.2179], [-0.5102, -1.8450, -1.7602], [-0.0066, -1.9767, -2.9488], [-1.0218, -2.7345, -1.3718], [-1.3532, -0.6713, -1.6933], [-2.5251, -0.6086, -2.4943], [-3.2867, -1.8907, -2.4888], [-4.4013, -1.4992, -3.0124], [-3.8801, -1.7038, -0.9987], [-4.6488, -2.7693, -0.8397], [-4.2187, -0.8505, -0.3629], [-3.0940, -2.1893, -0.3035], [-3.0100, -2.7344, -2.7496], [-2.9096, 0.6738, -3.0808], [-3.5876, 1.4692, -1.8089], [-4.4325, 1.1728, -1.4673], [-3.7941, 2.5772, -2.1878], [-2.8427, 1.4167, -0.9492], [-3.7134, 0.4769, -3.8789], [-2.3531, 1.2957, -3.2590], [-1.6044, -0.4726, -0.6919], [-0.6722, 0.2195, -1.8898], [2.2826, -2.7974, 1.0257], [1.2758, -2.0882, 2.9272], [0.5512, -0.8088, 3.0504], [1.3628, 0.5110, 2.7934], [2.3188, 0.3192, 3.5480], [0.6313, 1.2616, 2.8431], [0.0437, -0.8518, 3.9713], [-0.5144, -0.7204, 2.2377], [2.2107, -2.3462, 3.2632], [0.7566, -3.0239, 2.8885], [2.9131, -0.6466, -0.0349], [3.1314, 4.3216, 0.0507], [3.0278, 2.6522, -0.8394]],
  "lowdin_charge": [-0.0727, -0.0183, 0.1127, 0.1015, -0.1347, -0.1288, 0.1173, -0.0040, 0.7230, -0.3609, -0.2718, -0.2621, -0.2210, 0.1880, 0.0135, -0.4597, 0.0798, 0.0838, -0.0125, -0.1786, 0.2003, 0.1104, -0.2824, -0.2192, -0.1291, 0.1737, -0.1188, 0.1289, 0.0688, 0.0497, 0.0022, -0.1263, -0.0443, -0.0441, 0.1052, 0.0816, 0.1402, -0.0516, 0.0795, 0.1389, -0.0158, -0.0420, -0.2154, -0.1446, 0.1825, 0.0869, 0.0779, 0.2072, 0.0586, 0.0900, 0.0423, -0.0224, 0.1368],
  "homo_lumo_gap_ev": 7.420,
  "e_above_lowest_kcal_mol": 457.40,
  "largest_force_ev_per_a": 19.827
}

***

> What is the formula in the fourth record?

C15H32BeN2O5P2